A cluster of 10 separate species, C12H44N14O10 in total in a non-equilibrium geometry, computed with ωB97M-V with the def2-TZVPD basis set.

CARTESIAN COORDINATES (ANGSTROEM)
H 11.8018 -25.4308 -16.4748
H 10.7204 -31.9093 -19.6893
N 14.2109 -30.4667 -22.4818
H 9.9593 -24.2401 -23.5513
O 12.4971 -25.4985 -18.7334
H 13.8441 -30.7052 -18.2850
H 14.6115 -27.6132 -18.7488
N 15.2994 -28.1017 -18.1935
H 11.1626 -29.5043 -16.2352
C 14.9153 -31.3855 -23.0056
H 13.5466 -33.8942 -19.7422
H 11.6998 -32.5253 -21.0032
H 7.6391 -31.4289 -19.1751
H 10.6823 -28.8889 -14.6238
H 10.9362 -28.4638 -18.8969
H 15.4941 -27.0182 -24.1836
O 8.3584 -28.5923 -18.6888
C 11.9779 -31.6542 -24.4664
C 11.1861 -28.6489 -15.5600
H 14.1057 -29.6059 -22.9996
H 12.4228 -27.3365 -23.1733
H 12.2167 -28.7508 -15.2199
N 10.5895 -29.3736 -20.9087
C 7.8625 -29.6942 -18.4285
H 13.1881 -23.3480 -19.4236
N 9.9028 -25.2061 -23.2620
N 14.5640 -27.1542 -23.8143
H 15.7304 -33.2505 -22.6453
H 6.9278 -30.9486 -17.2143
O 11.1487 -27.2903 -16.1834
H 12.6142 -22.4938 -17.9403
C 15.3067 -27.9361 -16.9367
H 11.8246 -27.0638 -19.3389
N 9.0724 -27.2059 -23.2795
H 11.8670 -31.6054 -23.3832
N 14.4384 -27.0539 -16.6808
H 13.4513 -30.4810 -19.8719
H 12.1215 -30.3832 -18.6591
C 9.0172 -25.9924 -23.7481
H 14.7831 -32.6721 -21.3188
N 7.5883 -30.1867 -17.2720
N 11.4363 -27.9552 -19.6120
O 10.7761 -32.1677 -24.9959
H 11.6525 -26.5424 -24.5428
H 13.6994 -30.6235 -21.6251
H 8.4794 -27.8497 -23.7835
C 11.4126 -28.3811 -20.8052
C 13.6072 -26.7598 -24.5971
C 11.4559 -32.6701 -19.9508
O 15.3808 -31.1578 -24.0756
O 13.7803 -26.4538 -25.7951
H 10.7591 -26.7295 -15.5086
H 10.4765 -25.4190 -22.4585
H 9.7807 -29.3562 -20.3040
H 14.4959 -26.5788 -15.7914
H 12.3067 -30.6872 -24.8471
C 12.6717 -32.4010 -19.0012
O 13.7822 -32.9672 -19.6602
H 13.9538 -26.6449 -17.4669
N 7.4924 -30.4478 -19.3650
H 14.3133 -27.0220 -22.8449
H 7.9687 -29.6783 -16.4866
N 12.4662 -26.7182 -23.9708
N 12.8449 -23.3196 -18.4742
H 9.6264 -27.4355 -22.4668
H 10.6635 -30.0590 -21.6469
H 7.5286 -30.0022 -20.2706
O 12.2732 -28.1709 -21.6410
N 15.1485 -32.5263 -22.2490
N 12.1241 -24.5200 -16.7691
O 8.3097 -25.5765 -24.6796
O 16.2330 -28.2246 -16.1327
H 11.1185 -33.6959 -19.8031
H 10.5450 -33.0157 -24.6099
H 16.0996 -28.4946 -18.6682
H 12.7534 -32.3732 -24.7308
C 13.0214 -30.9144 -18.9689
H 12.4496 -32.7276 -17.9853
H 11.9010 -23.6532 -16.3010
C 12.3863 -24.4780 -18.0870

Results
Charge = +1
E_HOMO (alpha / beta) = -11.153 / -11.153 eV
LUMO energy (alpha / beta) = -2.548 / -8.191 eV
Spin multiplicity = 2
E = -2002.3683 Eh